Entry from the Open Molecules 2025 dataset: a 5-piece molecular cluster, C48H70BrF4IN4O3P overall (ωB97M-V/def2-TZVPD).

Bonds (Å) are listed after each position.
Atoms and positions in Å:
1 F 0.16589 5.84883 4.15309  C64 1.356
2 H 4.05744 -0.94462 -0.47685  C45 1.091
3 H -0.98464 5.93663 2.18804  C24 1.077
4 C -3.43361 -5.00436 0.23910  C48 1.527, C80 1.543, Br110 1.965, H123 1.084
5 H -8.36609 -8.27838 -4.58166  C42 1.081
6 C -5.49077 -0.48890 -1.25932  H44 1.092, C90 1.539, H98 1.090, C128 1.546
7 H 1.01027 -5.37355 -3.34485  N38 1.014
8 C 3.03447 1.57004 -0.00390  C22 1.543, H40 1.093, C82 1.522, H102 1.092
9 H 10.49992 -3.47892 2.92908  C23 1.092
10 H -1.29452 -0.60599 0.53641  C130 1.090
11 C 3.39038 7.17590 -0.42307  C32 1.379, C33 1.380, F66 1.349
12 C -5.14208 -7.24109 -4.54794  C27 1.388, C74 1.380, H119 1.082
13 H 4.86128 8.72361 -0.42575  C33 1.082
14 C 0.73315 9.49121 5.95402  C18 1.387, H70 1.081, C93 1.388
15 H -2.85744 -2.98825 0.67331  C80 1.095
16 H -6.11548 0.69347 2.43023  C76 1.093
17 H -4.90343 -3.23155 -1.23906  C115 1.088
18 C -0.18548 9.36441 4.92201  C14 1.387, H71 1.081, C108 1.387
19 H -0.26146 1.09949 -1.28058  C106 1.085
20 H 5.38392 1.38673 -1.72132  C68 1.090
21 H -5.08136 0.59779 0.55477  C128 1.091
22 C 4.54564 1.45282 0.28490  C8 1.543, C68 1.524, H88 1.092, H95 1.090
23 C 10.02300 -3.91795 2.04985  H9 1.092, O91 1.416, H94 1.086, H107 1.092
24 C -1.08944 5.56343 1.18358  H3 1.077, C75 1.389, C129 1.388
25 C -1.33722 4.58836 -1.41132  H52 1.082, C103 1.380, C117 1.389
26 H 1.11676 -0.01586 -1.09932  C106 1.088
27 C -4.60110 -8.21982 -3.72655  C12 1.388, H31 1.083, C124 1.388
28 H -1.09152 8.01972 3.49825  C108 1.082
29 H -3.20950 0.16020 -2.28119  C43 1.090
30 H 7.23760 -4.06968 0.19217  C39 1.089
31 H -3.54580 -8.19344 -3.48656  C27 1.083
32 C 3.00440 5.92899 0.02204  C11 1.379, H101 1.083, C131 1.386
33 C 4.59302 7.74403 -0.05397  C11 1.380, H13 1.082, C89 1.388
34 C 6.15282 -2.20507 0.30286  C39 1.528, H46 1.091, H56 1.095, C109 1.527
35 I 0.69359 -1.86747 -3.39805  N37 2.068
36 H -3.44453 -5.51308 -1.89057  C48 1.087
37 N -0.87923 -2.94922 -2.60313  I35 2.068, C61 1.307, P78 1.829
38 N 0.32091 -4.91110 -3.92667  H7 1.014, H53 1.011, P78 1.683
39 C 7.41897 -3.03925 0.49472  H30 1.089, C34 1.528, H84 1.090, C97 1.530
40 H 2.86367 1.20167 -1.01873  C8 1.093
41 H -2.84446 0.42485 -0.60699  C43 1.087
42 C -7.31336 -8.27808 -4.33401  H5 1.081, C74 1.380, C77 1.387
43 C -2.98385 -0.35700 -1.34911  H29 1.090, H41 1.087, C90 1.524, N126 1.483
44 H -5.37931 0.05626 -2.19859  C6 1.092
45 C 4.82891 -0.64309 -1.18759  H2 1.091, C68 1.545, C109 1.537, H127 1.090
46 H 5.29038 -2.80785 0.59119  C34 1.091
47 H -7.33020 -1.28968 3.46042  O60 0.954
48 C -3.92899 -5.80588 -0.96243  C4 1.527, H36 1.087, H72 1.089, H105 1.086
49 H -7.38829 -10.03943 -3.12285  C77 1.081
50 H 6.87251 -1.31150 -1.52895  C109 1.091
51 H 6.37696 7.46815 1.09411  C89 1.081
52 H -1.44008 4.18650 -2.41082  C25 1.082
53 H 0.17819 -5.41948 -4.78897  N38 1.011
54 H 6.91825 -3.16564 2.58199  C97 1.091
55 H -0.34221 7.35446 0.27136  C75 1.082
56 H 6.20269 -1.33454 0.96570  C34 1.095
57 C 0.66185 1.04902 0.69139  H65 1.091, C82 1.532, C106 1.546, H120 1.091
58 F -2.17811 2.56877 -0.53003  C103 1.361
59 F -7.02051 -6.33691 -5.62743  C74 1.347
60 O -6.88431 -1.21684 2.62016  H47 0.954, C76 1.428
61 C -1.77126 -2.38568 -1.83150  N37 1.307, N62 1.393, N126 1.370
62 N -2.81256 -3.22277 -1.43605  C61 1.393, C80 1.472, C115 1.477
63 H 6.37053 0.67247 -0.48030  C68 1.093
64 C 0.35031 7.05332 4.74789  F1 1.356, C100 1.379, C108 1.380
65 H 0.52333 2.12841 0.60762  C57 1.091
66 F 2.56415 7.85982 -1.24142  C11 1.349
67 H -4.97877 -9.98756 -2.57192  C124 1.082
68 C 5.33725 0.76933 -0.82385  H20 1.090, C22 1.524, C45 1.545, H63 1.093
69 H 5.65775 -2.54749 -1.76008  C109 1.094
70 H 0.88412 10.45050 6.42956  C14 1.081
71 H -0.75436 10.22345 4.59351  C18 1.081
72 H -5.00122 -5.67534 -1.10084  C48 1.089
73 C 5.06820 5.77592 1.25358  C89 1.389, H121 1.082, C131 1.387
74 C -6.49142 -7.28866 -4.83449  C12 1.380, C42 1.380, F59 1.347
75 C -0.72794 6.35767 0.10325  C24 1.389, H55 1.082, C117 1.388
76 C -7.00232 0.12311 2.14199  H16 1.093, O60 1.428, C87 1.533, H104 1.091
77 C -6.75902 -9.25405 -3.51854  C42 1.387, H49 1.081, C124 1.388
78 P -1.14587 -4.67949 -3.13398  N37 1.829, N38 1.683, O99 1.629
79 H 2.17641 8.48262 7.17877  C93 1.081
80 C -2.60140 -3.74382 -0.07601  C4 1.543, H15 1.095, N62 1.472, H113 1.086
81 H 2.39859 1.09349 1.99888  C82 1.090
82 C 2.14848 0.81332 0.97580  C8 1.522, C57 1.532, H81 1.090, H83 1.096
83 H 2.35659 -0.25663 0.86175  C82 1.096
84 H 8.24319 -2.61972 -0.08243  C39 1.090
85 H -4.18855 -1.34872 0.15469  C90 1.093
86 H 8.30939 -2.12540 2.24220  C97 1.095
87 C -7.17151 0.10526 0.61867  C76 1.533, H114 1.087, C128 1.546, H132 1.087
88 H 4.68989 0.88532 1.20693  C22 1.092
89 C 5.43328 7.03428 0.79293  C33 1.388, H51 1.081, C73 1.389
90 C -4.17360 -1.21275 -0.92926  C6 1.539, C43 1.524, H85 1.093, C115 1.515
91 O 8.64963 -4.15804 2.29859  C23 1.416, C97 1.412
92 H -0.13849 -1.70485 -0.21448  C130 1.092
93 C 1.45814 8.38547 6.37626  C14 1.388, H79 1.081, C100 1.387
94 H 10.49538 -4.87148 1.83249  C23 1.086
95 H 4.95859 2.45146 0.42811  C22 1.090
96 H -4.29634 -2.47020 -2.68334  C115 1.094
97 C 7.81722 -3.06578 1.97196  C39 1.530, H54 1.091, H86 1.095, O91 1.412
98 H -6.28302 -1.21919 -1.42084  C6 1.090
99 O -0.86874 -5.47543 -1.74042  P78 1.629, H116 0.967
100 C 1.26740 7.15120 5.77293  C64 1.379, C93 1.387, H125 1.082
101 H 2.04949 5.51582 -0.27761  C32 1.083
102 H 2.74934 2.62350 -0.02718  C8 1.092
103 C -1.69566 3.82379 -0.32043  C25 1.380, F58 1.361, C129 1.379
104 H -7.85900 0.61027 2.60969  C76 1.091
105 H -3.74220 -6.86679 -0.82810  C48 1.086
106 C 0.21833 0.37712 -0.62825  H19 1.085, H26 1.088, C57 1.546, C130 1.532
107 H 10.16074 -3.24668 1.20020  C23 1.092
108 C -0.38176 8.13648 4.30664  C18 1.387, H28 1.082, C64 1.380
109 C 5.93906 -1.70392 -1.12352  C34 1.527, C45 1.537, H50 1.091, H69 1.094
110 Br -2.30810 -6.13294 1.38836  C4 1.965
111 H -1.87538 3.64926 1.80150  C129 1.082
112 H 3.55108 4.25060 1.21144  C131 1.082
113 H -1.54948 -3.96150 0.08261  C80 1.086
114 H -7.43783 -0.91591 0.35614  C87 1.087
115 C -4.12520 -2.56693 -1.60763  H17 1.088, N62 1.477, C90 1.515, H96 1.094
116 H -0.08697 -5.15781 -1.26796  O99 0.967
117 C -0.85012 5.86981 -1.19080  C25 1.389, C75 1.388, H122 1.082
118 H -6.04747 1.50503 -0.59333  C128 1.087
119 H -4.53268 -6.44995 -4.96509  C12 1.082
120 H 0.05662 0.69825 1.52835  C57 1.091
121 H 5.72804 5.22607 1.91114  C73 1.082
122 H -0.56581 6.48686 -2.03235  C117 1.082
123 H -4.27539 -4.73170 0.86516  C4 1.084
124 C -5.40536 -9.22641 -3.21099  C27 1.388, H67 1.082, C77 1.388
125 H 1.81806 6.27539 6.08846  C100 1.082
126 N -1.68598 -1.05998 -1.49729  C43 1.483, C61 1.370, C130 1.498
127 H 4.42667 -0.64606 -2.20082  C45 1.090
128 C -5.90157 0.51843 -0.16063  C6 1.546, H21 1.091, C87 1.546, H118 1.087
129 C -1.58238 4.28321 0.97460  C24 1.388, C103 1.379, H111 1.082
130 C -0.72837 -0.80043 -0.37465  H10 1.090, H92 1.092, C106 1.532, N126 1.498
131 C 3.85314 5.22990 0.86570  C32 1.386, C73 1.387, H112 1.082
132 H -7.99376 0.77189 0.37143  C87 1.087

Gap between HOMO and LUMO = 7.02 eV
LUMO = -3.701 eV
Electronic energy = -161309.947 eV
Charge = +1
E_HOMO = -10.7 eV